Version one
This record from the OMol25 dataset describes an isolated molecule of C7H9N. The level of theory is ωB97M-V with the def2-TZVPD basis set.

Each line ends with the Löwdin charge.
Positions of all 17 atoms, in Å:
C -2.6727 0.2950 -0.1463  -0.13
N -1.6903 -0.7019 -0.0242  -0.06
C -0.2701 -0.3587 -0.0825  -0.30
C 0.6591 -1.3517 -0.0348  -0.07
C 2.0147 -1.0598 -0.0596  -0.10
C 2.5294 0.2671 -0.0200  -0.07
C 1.5622 1.2752 0.0057  -0.09
C 0.1707 0.9692 0.0736  -0.03
H -2.7004 0.9674 0.7718  0.12
H -2.4836 0.9142 -0.8809  0.05
H -3.4940 0.0619 -0.0716  -0.05
H -1.8066 -1.4708 0.8989  0.23
H 0.4160 -2.5964 -0.1067  0.18
H 2.6864 -1.7034 -0.1291  0.01
H 3.6572 0.3130 -0.1318  0.12
H 1.8643 2.2199 0.0577  0.05
H -0.4421 1.9597 -0.1202  0.14

Its SMILES is CNc1ccccc1. Its net charge is 0. For the highest occupied orbital energy, the calculation gives -8.104 eV. As for the HOMO-LUMO gap: 9.1 eV.

Version two
This record from the OMol25 dataset describes a cluster of 2 separate species, C7H9N in total. The level of theory is ωB97M-V with the def2-TZVPD basis set.

Each line ends with the Löwdin charge.
Positions of all 17 atoms, in Å:
C -1.7197 -0.6305 1.0063  -0.09
C -0.3786 -0.2021 1.0453  -0.10
C -0.1700 1.1656 0.6950  -0.17
N -1.0274 2.0140 0.1638  0.05
C -2.2338 1.6509 0.3688  -0.22
C -2.7513 0.3466 0.6361  -0.05
H -2.1550 -1.7424 1.1929  0.14
H 0.4783 -0.9773 1.2084  0.13
H 0.9068 1.5613 0.7004  0.12
H -2.9561 2.3909 0.0592  0.10
H -3.8378 0.3559 0.8049  0.10
C 2.0664 -1.2706 -1.2531  -0.08
C 3.1642 -0.5882 -1.4070  -0.06
H 1.9183 -2.3727 -1.5058  0.09
H 1.2056 -0.9068 -0.9719  -0.05
H 4.0557 -1.1071 -1.8126  0.06
H 3.4345 0.3123 -0.9308  0.03

Its SMILES is c1ccncc1.C=C. Its net charge is 0. For the highest occupied orbital energy, the calculation gives -9.556 eV. As for the HOMO-LUMO gap: 10.3 eV.

Version three
This record from the OMol25 dataset describes an isolated molecule of C7H9N. The level of theory is ωB97M-V with the def2-TZVPD basis set.

Each line ends with the Löwdin charge.
Positions of all 17 atoms, in Å:
C 0.8803 0.8350 0.4499  -0.14
C 0.1229 1.3831 -0.5049  -0.11
C -1.2110 0.7351 -0.4967  -0.23
C -1.6462 -0.1196 0.6772  -0.10
C -1.1016 -0.8582 -0.5584  -0.16
C 0.2774 -1.3701 -0.1683  -0.15
N 1.3084 -0.7982 -0.7550  0.04
C 2.2182 0.0183 0.1068  -0.12
H 0.7243 0.6962 1.5913  0.15
H 0.5520 1.7784 -1.5116  0.14
H -2.0448 1.0643 -1.1630  0.13
H -1.2492 -0.1157 1.6328  0.07
H -2.7446 -0.1922 0.5183  0.11
H -1.8715 -1.4107 -1.0888  0.12
H 0.2945 -1.6421 0.8450  0.08
H 2.6178 -0.4570 0.9981  0.10
H 2.8732 0.4534 -0.5726  0.07

Its SMILES is C1=C[C@@H]2C[C@@H]2C=NC1. Its net charge is 0. For the highest occupied orbital energy, the calculation gives -7.751 eV. As for the HOMO-LUMO gap: 8.4 eV.

List of relative energies, unit eV: version one 1.482; version two 0.000; version three 3.437

Version one
This record from the OMol25 dataset describes a structure of composition CH2ClNO2S2. The level of theory is ωB97M-V with the def2-TZVPD basis set.

Each line ends with the Löwdin charge.
Positions of all 9 atoms, in Å:
C 0.0066 -2.4640 -0.8150  -0.89
N -0.4182 -3.4054 -1.4423  0.10
O -0.9997 1.8266 1.8759  -0.46
O -1.2880 3.3918 0.1453  -0.43
S 0.1248 -1.1634 0.0166  0.70
S -0.9289 2.0550 0.4616  0.64
Cl 1.7716 2.2687 0.2627  0.29
H -0.1481 -4.2507 -2.0414  0.13
H 1.8798 1.7412 1.5366  -0.08

Its net charge is 0. For the highest occupied orbital energy, the calculation gives -9.790 eV. As for the HOMO-LUMO gap: 9.3 eV.

Version two
This record from the OMol25 dataset describes a cluster of 2 separate species, CH2ClNO2S2 in total. The level of theory is ωB97M-V with the def2-TZVPD basis set.

Each line ends with the Löwdin charge.
Positions of all 9 atoms, in Å:
C -2.0734 -0.2191 0.2398  -1.41
N -1.0439 0.1119 0.8825  -0.05
O 2.0478 0.0232 0.0687  -0.35
O 1.5756 -1.8146 1.5231  -0.34
S -3.5711 0.4099 0.5276  0.62
S 1.0823 -0.9457 0.4821  0.77
Cl -1.8565 -1.6112 -0.8399  0.59
H -0.8894 1.0366 1.1980  0.08
H 0.5410 -1.7642 -0.7357  0.09

Its net charge is 0. For the highest occupied orbital energy (alpha / beta), the calculation gives -9.037 / -9.032 eV. As for the HOMO-LUMO gap (alpha / beta): 6.1 / 6.1 eV.

List of relative energies, unit eV: version one 0.000; version two 2.796

Version one
This record from the OMol25 dataset describes a structure of composition C32H32BrEuF6N7OSSb. The level of theory is ωB97M-V with the def2-TZVPD basis set.

Each line ends with the Mulliken spin population.
Positions of all 82 atoms, in Å:
Eu 8.5869 12.4531 12.8234  6.02
N 4.8910 14.1163 15.5774  0.00
C 5.7086 14.2746 14.3986  0.00
S 5.5236 12.9568 13.2681  -0.01
N 7.2235 15.5360 13.0456  0.01
N 7.3645 14.6326 12.0763  0.01
C 7.4014 15.1542 10.8991  -0.01
C 6.9743 16.5574 10.6370  0.00
C 7.8735 17.5223 10.2161  0.00
C 7.4646 18.8495 10.1251  0.00
C 6.1623 19.2009 10.4436  0.00
C 5.2584 18.2236 10.8552  0.00
C 5.6606 16.9023 10.9495  0.00
C 7.9455 14.3223 9.8326  0.00
C 7.8640 14.7002 8.4770  0.00
C 8.5361 13.9403 7.5578  0.00
C 9.2484 12.8115 7.9635  0.00
C 9.2266 12.4758 9.2913  0.00
N 8.5852 13.2063 10.2153  -0.01
H 4.4678 14.9800 15.8934  0.00
H 4.1388 13.4984 15.2908  0.00
H 8.9006 17.2024 10.0368  0.00
H 8.1651 19.6102 9.8054  0.00
H 5.8523 20.2383 10.3693  0.00
H 4.2414 18.4982 11.0870  0.00
H 5.0015 16.1421 11.3515  0.00
H 7.3343 15.5962 8.1736  0.00
H 8.5018 14.2207 6.5109  0.00
H 9.8015 12.1943 7.2592  0.00
H 9.7643 11.5983 9.6716  0.00
O 8.3084 10.3929 13.8020  0.00
C 9.0990 9.4794 13.3961  0.00
C 10.0251 8.9051 14.2770  0.00
C 10.8913 7.9258 13.8634  0.00
C 10.9046 7.4822 12.5324  0.00
C 10.0052 8.0632 11.6516  0.00
C 9.1188 9.0511 12.0516  0.00
C 8.1700 9.6314 11.1129  0.00
N 7.4653 10.7293 11.2431  0.00
C 6.6502 10.8656 10.1484  0.00
C 6.8791 9.8301 9.2972  0.00
N 7.8537 9.0589 9.9209  0.00
H 10.0023 9.2659 15.3008  0.00
H 11.5808 7.4792 14.5765  0.00
H 11.5983 6.7234 12.1766  0.00
H 10.0285 7.7683 10.6057  0.00
H 6.0096 11.7317 10.0592  0.00
H 6.4565 9.5761 8.3319  0.00
H 8.2012 8.1685 9.6257  0.00
C 5.7045 17.2199 15.6928  0.00
C 6.9194 16.3299 15.3603  0.00
C 8.0480 17.2876 14.9128  0.00
C 7.4486 15.5769 16.5823  0.00
C 6.5941 15.2952 14.2936  0.00
H 6.0052 18.1693 16.1729  0.00
H 4.9958 16.7315 16.3659  0.00
H 5.1668 17.4726 14.7754  0.00
H 8.2843 17.9435 15.7592  0.00
H 7.7324 17.9325 14.0840  0.00
H 8.9446 16.7567 14.5815  0.00
H 7.7306 16.2858 17.3694  0.00
H 8.3323 14.9963 16.3076  0.00
H 6.6818 14.9084 16.9871  0.00
H 7.8526 16.3117 12.8755  0.00
Br 5.6144 11.6063 18.8473  0.00
C 7.2012 11.7912 17.8108  0.00
C 8.4382 11.7983 18.4169  0.00
C 9.5434 11.9255 17.5983  0.00
C 9.3568 12.0966 16.2447  0.00
N 8.1543 12.1069 15.6875  0.00
C 7.0825 11.9317 16.4297  0.00
H 8.5211 11.6695 19.4901  0.00
H 10.5377 11.9082 18.0209  0.00
H 10.2046 12.2548 15.5942  0.00
H 6.1155 11.9494 15.9290  0.00
F 9.1678 13.9825 14.1924  0.00
Sb 10.7496 14.7137 11.8177  0.00
F 9.5625 16.4610 12.2577  0.00
F 10.4335 15.5458 10.0318  0.00
F 12.4619 14.3301 10.8901  0.00
F 10.4653 11.6880 12.2054  0.00
F 11.9077 15.7845 12.9484  0.00

Its net charge is -2. As for the spin multiplicity: 7. For the highest occupied orbital energy (alpha / beta), the calculation gives -0.827 / -0.817 eV. As for the HOMO-LUMO gap (alpha / beta): 4.8 / 4.7 eV.

Version two
This record from the OMol25 dataset describes a structure of composition C32H32BrEuF6N7OSSb. The level of theory is ωB97M-V with the def2-TZVPD basis set.

Each line ends with the Mulliken spin population.
Positions of all 82 atoms, in Å:
Eu -0.5967 -0.0591 1.4311  6.03
N 4.1559 1.6138 1.0471  0.00
C 2.8112 1.1010 0.9447  0.00
S 1.5021 2.0446 1.7043  -0.01
N 2.3879 0.6030 -0.5627  0.00
N 1.0331 0.7904 -0.6151  -0.01
C 0.6203 1.3546 -1.6868  0.00
C 1.3982 1.4011 -2.9287  0.00
C 2.6941 1.9115 -3.0665  0.00
C 3.3911 1.7037 -4.2533  0.00
C 2.8486 0.9503 -5.2976  0.00
C 1.5643 0.4556 -5.1342  0.00
C 0.8425 0.6927 -3.9883  0.00
C -0.7842 1.8348 -1.6628  0.00
C -1.3417 2.5439 -2.7264  0.00
C -2.6416 3.0028 -2.6017  0.00
C -3.3267 2.8107 -1.4031  0.00
C -2.6854 2.1224 -0.3848  0.00
N -1.4518 1.6437 -0.5079  0.01
H 4.6127 1.0605 1.7804  0.00
H 4.0908 2.5476 1.4390  0.00
H 3.1755 2.4232 -2.2316  0.00
H 4.3884 2.1252 -4.3671  0.00
H 3.4309 0.7350 -6.1826  0.00
H 1.1343 -0.1683 -5.9115  0.00
H -0.1407 0.2485 -3.8824  0.00
H -0.8014 2.7122 -3.6446  0.00
H -3.0990 3.5545 -3.4061  0.00
H -4.3371 3.1917 -1.2395  0.00
H -3.1443 1.9347 0.5733  0.00
O -2.8946 -0.4915 0.9110  -0.01
C -3.7963 -0.8942 1.7561  0.01
C -4.5120 -2.0913 1.4972  0.00
C -5.3621 -2.6254 2.4280  0.00
C -5.6012 -1.9477 3.6489  0.00
C -5.0258 -0.7259 3.8817  0.00
C -4.1545 -0.1609 2.9312  0.00
C -3.4552 1.0619 3.2293  0.00
N -2.3702 1.5547 2.6494  0.00
C -2.0314 2.6673 3.3599  0.00
C -2.9294 2.9035 4.3474  0.00
N -3.8444 1.8729 4.2528  0.00
H -4.2870 -2.6064 0.5620  0.00
H -5.8741 -3.5612 2.2394  0.00
H -6.2228 -2.4265 4.3944  0.00
H -5.1929 -0.2393 4.8417  0.00
H -1.1325 3.2169 3.1008  0.00
H -2.9899 3.6714 5.1082  0.00
H -4.6656 1.7285 4.8004  0.00
C 4.3341 -2.0807 1.4010  0.00
C 3.8752 -1.3288 0.1661  0.00
C 5.0489 -0.7217 -0.5824  0.00
C 3.1895 -2.3126 -0.8061  0.00
C 2.7560 -0.3241 0.5508  0.01
H 5.0075 -2.8961 1.1181  0.00
H 3.5318 -2.4984 2.0000  0.00
H 4.8569 -1.4210 2.0884  0.00
H 5.6724 -1.5362 -0.9967  0.00
H 5.6300 -0.0622 0.0450  0.00
H 4.7320 -0.1208 -1.4529  0.00
H 3.8324 -3.1865 -1.0213  0.00
H 2.9511 -1.8385 -1.7741  0.00
H 2.2336 -2.6883 -0.4099  0.00
H 1.9130 -0.9111 0.8658  -0.01
Br 1.0594 -3.4002 -3.9333  0.00
C -0.4449 -2.5484 -3.1431  0.00
C -1.6588 -2.4927 -3.8081  0.00
C -2.6784 -1.7440 -3.2433  0.00
C -2.4484 -1.0988 -2.0411  0.00
N -1.2722 -1.1461 -1.4245  0.00
C -0.2962 -1.8431 -1.9524  0.00
H -1.7659 -2.9709 -4.7587  0.00
H -3.6591 -1.6748 -3.7330  0.00
H -3.1801 -0.5036 -1.5413  0.00
H 0.6267 -1.7969 -1.3983  0.00
F 0.1522 -1.8769 0.8343  -0.01
Sb 1.9442 -0.4050 4.4668  0.00
F -1.3117 -0.7394 3.2560  0.00
F 1.6279 1.4116 5.2490  0.00
F 1.7689 -0.9427 6.3025  0.00
F 3.7763 0.2017 4.2314  0.00
F 2.8059 -2.2959 4.2709  0.00

Its net charge is -2. As for the spin multiplicity: 7. For the highest occupied orbital energy (alpha / beta), the calculation gives -2.190 / -2.199 eV. As for the HOMO-LUMO gap (alpha / beta): 5.9 / 5.9 eV.

List of relative energies, unit eV: version one 0.000; version two 0.421